The following is a DFT calculation (the ωB97M-V functional and the def2-TZVPD basis) of a structure of composition C26H43CoN8O7P at a distorted geometry.

Last column: Löwdin spin population.
Element x y z (Å)
Co (1.394, 1.136, 0.693)  2.60
O (4.428, -0.345, 2.756)  0.01
C (3.722, 0.154, 1.836)  0.01
O (2.668, 0.825, 2.052)  0.06
C (4.234, -0.243, 0.438)  0.00
C (5.574, -0.741, 0.415)  0.00
C (6.008, -1.289, -0.750)  0.00
C (5.274, -1.354, -1.915)  0.00
C (4.029, -0.715, -1.888)  0.00
C (3.478, -0.051, -0.741)  0.01
O (2.460, 0.698, -0.892)  0.06
N (3.247, -0.800, -3.114)  0.00
O (2.101, -0.298, -3.144)  0.00
O (3.794, -1.352, -4.083)  0.00
N (7.348, -1.726, -0.736)  0.00
O (7.842, -1.965, -1.868)  0.00
O (7.955, -1.699, 0.356)  0.00
H (6.184, -0.632, 1.333)  0.00
H (5.538, -1.932, -2.796)  0.00
N (-0.212, 0.420, 0.845)  0.12
P (-1.354, -0.483, 0.363)  0.05
N (-2.633, -0.498, 1.430)  0.01
C (-3.997, -1.031, 1.265)  0.00
C (-4.933, -0.579, 2.363)  0.00
C (-4.460, -1.083, 3.750)  0.00
C (-2.882, -0.939, 3.828)  0.00
C (-2.394, 0.014, 2.751)  0.00
N (-2.042, -0.151, -1.161)  0.01
C (-3.014, 0.957, -1.404)  0.00
C (-3.975, 0.629, -2.636)  0.00
C (-3.212, 0.107, -3.859)  0.00
C (-2.294, -1.026, -3.434)  0.00
C (-1.279, -0.558, -2.343)  0.00
N (-0.686, -2.018, 0.119)  0.01
C (0.636, -2.470, 0.555)  0.00
C (0.622, -3.885, 1.131)  0.00
C (0.037, -4.952, 0.181)  0.00
C (-0.731, -4.309, -0.950)  0.00
C (-1.549, -3.122, -0.394)  0.00
H (-3.985, -2.141, 1.155)  0.00
H (-4.478, -0.585, 0.338)  0.00
H (-5.936, -0.927, 2.120)  0.00
H (-5.108, 0.556, 2.384)  0.00
H (-4.889, -2.104, 3.898)  0.00
H (-5.032, -0.502, 4.485)  0.00
H (-2.448, -1.975, 3.683)  0.00
H (-2.517, -0.569, 4.835)  0.00
H (-1.321, 0.238, 2.922)  0.00
H (-2.957, 0.976, 2.869)  0.00
H (-2.442, 1.867, -1.524)  0.00
H (-3.687, 1.153, -0.569)  0.00
H (-4.579, 1.548, -2.828)  0.00
H (-4.675, -0.150, -2.276)  0.00
H (-2.533, 0.889, -4.256)  0.00
H (-3.839, -0.311, -4.667)  0.00
H (-1.696, -1.483, -4.216)  0.00
H (-2.846, -1.900, -3.041)  0.00
H (-0.757, 0.352, -2.723)  0.00
H (-0.547, -1.349, -2.160)  0.00
H (1.043, -1.735, 1.257)  0.00
H (1.317, -2.397, -0.265)  0.00
H (0.039, -3.841, 2.113)  0.00
H (1.649, -4.045, 1.493)  0.00
H (-0.512, -5.678, 0.816)  0.00
H (0.840, -5.593, -0.243)  0.00
H (-1.395, -5.071, -1.357)  0.00
H (0.024, -3.972, -1.719)  0.00
H (-2.261, -3.474, 0.400)  0.00
H (-2.240, -2.758, -1.221)  0.00
N (1.062, 6.204, 0.475)  0.00
C (1.061, 5.384, -0.815)  0.00
C (0.632, 3.935, -0.595)  0.00
N (1.488, 3.252, 0.412)  0.04
C (1.352, 3.979, 1.727)  0.00
C (1.730, 5.411, 1.620)  0.00
H (0.098, 6.534, 0.644)  0.00
H (1.511, 7.049, 0.187)  0.00
H (2.099, 5.296, -1.242)  0.00
H (0.448, 5.817, -1.583)  0.00
H (0.706, 3.358, -1.473)  0.00
H (-0.384, 3.885, -0.197)  0.00
H (2.439, 3.334, 0.115)  0.00
H (1.970, 3.505, 2.575)  0.00
H (0.311, 3.896, 2.087)  0.00
H (2.838, 5.514, 1.462)  0.00
H (1.480, 5.938, 2.545)  0.00

Computed properties:
Electronic energy, eV: -100821.442
Lowest unoccupied orbital energy (alpha / beta), eV: -1.84 / -1.85
Energy relative to the best compared isomer or geometry (same formula, charge and spin), kJ/mol: 116.82
Expectation value of S²: 3.760
2S+1: 4
Net charge: 0

The following is a DFT calculation (the ωB97M-V functional and the def2-TZVPD basis) of a cluster of 2 separate species, CH5NOP in total at a distorted geometry.

Last column: natural (NBO) charge in e.
Element x y z (Å)
C (0.499, 0.651, -1.374)  -0.54
N (0.021, -0.635, -1.353)  0.28
O (-0.477, -1.017, -0.299)  -0.32
P (-1.688, -0.784, 1.986)  0.77
H (0.110, 1.086, -0.519)  0.22
H (0.260, 1.056, -2.371)  0.28
H (1.610, 0.682, -1.354)  0.30
H (-0.650, -0.439, 2.890)  -0.01
H (-1.922, -2.214, 2.028)  0.01

Computed properties:
Electronic energy, eV: -13931.089
Lowest unoccupied orbital energy (alpha / beta), eV: -8.16 / -8.16
Energy relative to the best compared isomer or geometry (same formula, charge and spin), kJ/mol: 561.42
2S+1: 1
Net charge: +1

The following is a DFT calculation (the ωB97M-V functional and the def2-TZVPD basis) of a cluster of 2 separate species, CH5NOS2 in total at a distorted geometry.

Last column: natural (NBO) charge in e.
Element x y z (Å)
N (1.220, -0.668, -0.386)  -0.86
C (0.455, -1.593, 0.292)  0.54
O (-0.732, -1.708, 0.142)  -0.59
H (0.727, 0.134, -0.761)  0.40
H (2.111, -0.893, -0.780)  0.40
H (1.098, -2.130, 1.011)  0.11
S (-1.292, 1.990, 1.101)  -0.13
S (-1.444, 1.600, -0.949)  -0.16
H (-0.343, 2.932, 1.042)  0.13
H (-1.801, 0.335, -0.711)  0.17

Computed properties:
SMILES string: NC=O.SS
Electronic energy, eV: -26325.944
Lowest unoccupied orbital energy, eV: 0.28
Energy relative to the best compared isomer or geometry (same formula, charge and spin), kJ/mol: 44.07
2S+1: 1
Net charge: 0

The following is a DFT calculation (the ωB97M-V functional and the def2-TZVPD basis) of an isolated molecule of C7H6N2S at a distorted geometry.

Last column: natural (NBO) charge in e.
Element x y z (Å)
C (1.376, 1.222, 0.817)  -0.65
C (0.783, 0.003, 0.336)  0.08
C (0.576, 0.018, -1.243)  -0.24
C (-0.643, -0.050, -1.810)  0.01
N (-1.831, 0.012, -1.130)  -0.47
C (-2.506, 0.584, -0.270)  0.21
S (-3.697, 0.845, 0.667)  0.08
C (0.469, -0.983, 1.161)  -0.35
C (-0.014, -2.210, 0.737)  0.26
N (-0.365, -3.222, 0.307)  -0.31
H (2.313, 1.650, 0.367)  0.24
H (1.582, 1.178, 2.019)  0.22
H (0.783, 2.058, 0.616)  0.23
H (1.393, 0.099, -1.876)  0.22
H (-0.811, -0.031, -2.854)  0.21
H (0.592, -1.173, 2.155)  0.25

Computed properties:
SMILES string: CC(/C=C\N=C=S)=C/C#N
Electronic energy, eV: -21168.547
Lowest unoccupied orbital energy, eV: -0.24
Energy relative to the best compared isomer or geometry (same formula, charge and spin), kJ/mol: 178.29
2S+1: 1
Net charge: 0

The following is a DFT calculation (the ωB97M-V functional and the def2-TZVPD basis) of an isolated molecule of C3H5N3.

Last column: natural (NBO) charge in e.
Element x y z (Å)
N (1.343, -2.027, -0.614)  -0.81
C (-0.276, -0.423, 0.176)  0.35
N (-1.247, 0.287, -0.114)  -0.30
N (-1.041, 1.686, -0.041)  -0.41
C (-0.340, 2.224, 0.915)  -0.11
C (0.656, -1.308, 0.414)  -0.16
H (0.797, -2.862, -0.813)  0.37
H (1.365, -1.494, -1.476)  0.37
H (-1.677, 2.144, -0.691)  0.38
H (-0.501, 3.311, 0.802)  0.12
H (0.920, -1.537, 1.442)  0.23

Computed properties:
Electronic energy, eV: -7657.441
Lowest unoccupied orbital energy, eV: 0.72
Energy relative to the best compared isomer or geometry (same formula, charge and spin), kJ/mol: 483.87
2S+1: 1
Net charge: 0

The following is a DFT calculation (the ωB97M-V functional and the def2-TZVPD basis) of a structure of composition C20H60F2NO14S2V at a distorted geometry.

Last column: Löwdin spin population.
Element x y z (Å)
V (1.313, 0.433, -1.234)  2.83
N (-0.198, -0.113, 0.056)  0.03
S (-0.463, -1.377, 1.033)  0.00
O (-1.133, -2.459, 0.416)  0.00
O (-0.793, -0.983, 2.349)  0.00
F (1.041, -1.905, 1.198)  0.00
S (-1.692, 0.641, 0.174)  0.00
O (-1.755, 1.584, 1.224)  0.00
O (-2.831, -0.150, -0.089)  0.00
F (-1.533, 1.523, -1.133)  0.00
C (-2.613, 4.310, 4.298)  0.00
C (-2.152, 4.582, 2.901)  0.00
O (-1.947, 5.994, 2.690)  0.00
H (-1.860, 4.462, 5.075)  0.00
H (-2.877, 3.255, 4.418)  0.00
H (-3.502, 4.883, 4.561)  0.00
H (-2.893, 4.258, 2.164)  0.00
H (-1.228, 4.033, 2.689)  0.00
H (-1.192, 6.113, 2.111)  0.00
C (-5.016, -2.213, 1.151)  0.00
C (-5.330, -3.311, 0.174)  0.00
O (-6.750, -3.480, 0.152)  0.00
H (-5.423, -1.252, 0.843)  0.00
H (-3.942, -2.060, 1.286)  0.00
H (-5.358, -2.495, 2.149)  0.00
H (-4.831, -4.246, 0.456)  0.00
H (-4.996, -3.055, -0.840)  0.00
H (-6.960, -4.211, -0.437)  0.00
C (3.462, -3.699, 0.278)  0.00
C (4.314, -4.095, -0.896)  0.00
O (3.691, -3.632, -2.119)  0.00
H (3.994, -3.921, 1.206)  0.00
H (2.530, -4.262, 0.299)  0.00
H (3.258, -2.629, 0.290)  0.00
H (4.447, -5.179, -0.926)  0.00
H (5.325, -3.676, -0.839)  0.00
H (4.088, -4.060, -2.883)  0.00
C (-1.662, -5.427, 0.227)  0.00
C (-1.728, -6.935, 0.222)  0.00
O (-0.410, -7.507, 0.063)  0.00
H (-0.878, -5.069, 0.890)  0.00
H (-2.610, -4.984, 0.537)  0.00
H (-1.419, -5.035, -0.766)  0.00
H (-2.403, -7.317, -0.550)  0.00
H (-2.088, -7.331, 1.171)  0.00
H (-0.195, -7.508, -0.873)  0.00
C (0.721, -2.682, -3.806)  0.00
C (0.477, -2.343, -2.342)  0.00
O (1.665, -1.744, -1.764)  0.02
H (1.558, -3.375, -3.887)  0.00
H (0.960, -1.766, -4.347)  0.00
H (-0.158, -3.161, -4.237)  0.00
H (0.286, -3.266, -1.791)  0.00
H (-0.366, -1.679, -2.210)  0.00
H (2.364, -2.423, -1.868)  0.00
C (-1.934, 1.388, -4.380)  0.00
C (-1.056, 0.255, -3.911)  0.00
O (0.063, 0.745, -3.136)  0.02
H (-2.699, 1.004, -5.060)  0.00
H (-1.366, 2.060, -5.034)  0.00
H (-2.408, 1.925, -3.565)  0.00
H (-0.701, -0.275, -4.794)  0.00
H (-1.664, -0.421, -3.317)  0.00
H (0.639, 1.224, -3.744)  0.00
C (-0.078, 1.639, 4.619)  0.00
C (0.993, 2.683, 4.440)  0.00
O (1.694, 2.823, 5.674)  0.00
H (-0.548, 1.342, 3.682)  0.00
H (-0.785, 1.987, 5.372)  0.00
H (0.348, 0.722, 5.036)  0.00
H (0.533, 3.639, 4.160)  0.00
H (1.676, 2.350, 3.648)  0.00
H (2.607, 3.056, 5.491)  0.00
C (5.082, -0.418, -0.052)  0.00
C (4.101, 0.583, 0.497)  0.00
O (2.731, 0.090, 0.455)  0.02
H (4.767, -0.801, -1.029)  0.00
H (5.210, -1.270, 0.616)  0.00
H (6.047, 0.049, -0.251)  0.00
H (4.129, 1.514, -0.065)  0.00
H (4.334, 0.837, 1.532)  0.00
H (2.708, -0.693, 1.020)  0.00
C (2.459, 3.729, 1.131)  0.00
C (1.216, 2.931, 0.764)  0.00
O (1.246, 2.563, -0.639)  0.03
H (2.452, 3.940, 2.202)  0.00
H (2.427, 4.716, 0.660)  0.00
H (3.380, 3.227, 0.857)  0.00
H (0.299, 3.463, 1.024)  0.00
H (1.174, 2.039, 1.390)  0.00
H (1.237, 3.427, -1.114)  0.00
C (-1.174, 4.368, -2.542)  0.00
C (0.015, 5.257, -2.835)  0.00
O (1.010, 4.977, -1.820)  0.00
H (-0.904, 3.318, -2.667)  0.00
H (-2.052, 4.642, -3.121)  0.00
H (-1.454, 4.480, -1.490)  0.00
H (-0.321, 6.295, -2.787)  0.00
H (0.457, 5.048, -3.811)  0.00
H (1.800, 5.489, -2.025)  0.00

Computed properties:
Electronic energy, eV: -104654.273
Lowest unoccupied orbital energy (alpha / beta), eV: -3.56 / -3.53
Energy relative to the best compared isomer or geometry (same formula, charge and spin), kJ/mol: 0.00
Expectation value of S²: 3.753
2S+1: 4
Net charge: +1

Question: Look up the net charge of the first one.
Answer: 0